The following is a DFT calculation (ωB97M-V/def2-TZVPD) of a structure of composition C26H35N5NbO3Tl at a distorted geometry.

```
71
C26H35N5NbO3Tl (ωB97M-V/def2-TZVPD)
N -1.80 0.83 1.21
C -2.35 1.74 1.77
O -2.94 2.52 2.45
Tl -3.64 -0.23 3.24
Nb -1.17 -0.96 0.57
N -2.57 -0.99 -0.79
N -1.35 -2.00 2.29
C -3.54 -0.12 -1.50
C -0.65 -2.17 3.61
C -4.65 0.24 -0.52
C -4.13 -0.80 -2.73
C -2.80 1.15 -1.93
C -1.41 -3.10 4.56
C 0.72 -2.76 3.30
C -0.50 -0.82 4.30
H -5.12 -0.68 -0.13
H -5.41 0.83 -1.05
H -4.28 0.84 0.32
H -3.37 -1.05 -3.47
H -4.83 -0.10 -3.20
H -4.70 -1.70 -2.45
H -2.45 1.72 -1.06
H -3.50 1.78 -2.50
H -1.93 0.91 -2.55
H -2.43 -2.75 4.74
H -0.88 -3.09 5.52
H -1.42 -4.13 4.20
H 0.62 -3.69 2.72
H 1.25 -2.98 4.24
H 1.33 -2.05 2.73
H -0.03 -0.07 3.64
H 0.16 -0.96 5.16
H -1.46 -0.44 4.69
C -2.15 -3.17 1.80
H -3.03 -2.84 1.22
H -1.56 -3.89 1.21
H -2.57 -3.71 2.66
C -2.23 -2.33 -1.36
H -2.02 -2.26 -2.43
H -1.31 -2.74 -0.88
H -3.05 -3.05 -1.20
O 1.45 0.09 2.19
C 1.60 0.26 0.98
N 2.70 0.80 0.35
C 2.41 1.20 -1.01
C 1.03 0.57 -1.21
O 0.34 0.58 -2.23
N 0.67 -0.04 -0.03
C 2.44 2.73 -1.04
C 1.28 3.48 -1.23
C 1.34 4.88 -1.14
C 2.54 5.53 -0.85
C 3.70 4.77 -0.65
C 3.66 3.38 -0.77
C 3.37 0.51 -1.95
C 4.04 1.18 -2.99
C 4.91 0.45 -3.81
C 5.10 -0.92 -3.62
C 4.41 -1.58 -2.59
C 3.54 -0.86 -1.76
H 3.45 1.19 0.93
H 0.34 2.98 -1.48
H 0.42 5.45 -1.30
H 2.58 6.62 -0.78
H 4.65 5.26 -0.42
H 4.58 2.80 -0.64
H 3.87 2.25 -3.15
H 5.44 0.98 -4.61
H 5.77 -1.48 -4.26
H 4.53 -2.64 -2.42
H 2.99 -1.35 -0.96
```

The value obtained for the HOMO energy (alpha / beta) is -13.5 / -13.5 eV. The charge is +2.

From a Mulliken analysis of the wavefunction, the atomic charges in e read: -0.919, 0.916, -0.508, 0.916, 1.183, 0.940, 0.519, 0.924, 0.741, -1.265, -1.846, -1.345, -1.699, -1.417, -1.154, 0.309, 0.442, 0.128, 0.465, 0.418, 0.441, 0.208, 0.579, 0.321, 0.328, 0.429, 0.482, 0.341, 0.485, 0.206, 0.188, 0.529, 0.215, -1.173, 0.371, 0.330, 0.514, -0.965, 0.383, 0.351, 0.462, -0.659, -0.452, 0.130, 3.468, -1.238, -0.617, 0.298, -0.629, -0.344, -0.862, -0.532, -0.902, -0.039, -0.327, -0.253, -0.906, -0.496, -0.871, -0.197, 0.376, 0.581, 0.439, 0.411, 0.405, 0.451, 0.492, 0.416, 0.414, 0.413, 0.258

---

The following is a DFT calculation (ωB97M-V/def2-TZVPD) of a cluster of 2 separate species, C26H35N5O3 in total at a distorted geometry.

```
69
C26H35N5O3 (ωB97M-V/def2-TZVPD)
C -6.85 2.09 3.25
N -5.68 2.75 2.68
C -4.75 2.13 1.94
O -4.83 0.93 1.69
C -3.55 2.98 1.48
C -2.39 2.21 0.78
C -1.65 1.17 1.60
C -0.63 1.55 2.49
C 0.02 0.58 3.28
C -0.33 -0.78 3.14
O 0.29 -1.72 3.90
C -1.32 -1.17 2.23
C -1.99 -0.19 1.46
N -3.03 3.93 2.48
C -2.74 3.77 3.77
C -3.06 2.50 4.54
O -2.20 4.69 4.37
H -7.40 1.55 2.47
H -7.52 2.82 3.71
H -6.54 1.37 4.00
H -5.54 3.73 2.88
H -3.97 3.60 0.69
H -2.80 1.73 -0.11
H -1.66 2.95 0.43
H -0.36 2.59 2.58
H 0.80 0.88 3.97
H 0.86 -1.33 4.57
H -1.59 -2.21 2.14
H -2.78 -0.49 0.78
H -2.75 4.83 2.12
H -2.39 2.43 5.39
H -2.93 1.62 3.92
H -4.09 2.55 4.89
C 2.62 1.75 0.65
C 2.87 0.29 1.03
C 2.09 -0.65 0.10
C 2.35 -2.11 0.50
C 1.70 -3.09 -0.49
N 2.34 -3.03 -1.81
C 1.83 -2.43 -2.94
C 2.80 -2.54 -3.91
C 2.71 -2.04 -5.29
C 3.72 -2.35 -6.22
C 3.66 -1.89 -7.53
C 2.59 -1.09 -7.94
C 1.58 -0.76 -7.04
C 1.64 -1.23 -5.72
N 3.91 -3.21 -3.39
C 3.60 -3.46 -2.16
N 4.52 -4.14 -1.41
H 1.55 1.98 0.71
H 3.16 2.41 1.33
H 2.96 1.94 -0.37
H 2.57 0.12 2.06
H 3.94 0.08 0.95
H 1.02 -0.44 0.17
H 2.41 -0.48 -0.93
H 3.43 -2.30 0.53
H 1.95 -2.29 1.50
H 1.79 -4.11 -0.10
H 0.63 -2.87 -0.57
H 0.86 -1.95 -3.05
H 4.56 -2.97 -5.91
H 4.45 -2.14 -8.23
H 2.55 -0.72 -8.96
H 0.74 -0.14 -7.36
H 0.83 -0.96 -5.04
H 4.15 -4.70 -0.66
H 5.28 -4.51 -1.97
```

The value obtained for the HOMO energy is -7.2 eV. As for the energy above the lowest of the compared OMol25 structures with the same formula, charge and spin: 0.000 eV. The charge is 0. Its SMILES is CNC(=O)[C@H](Cc1ccc(O)cc1)NC(C)=O.CCCCCn1cc(-c2ccccc2)nc1N.

From a natural (NBO) analysis of the wavefunction, the atomic charges in e read: -0.413, -0.609, 0.663, -0.628, -0.126, -0.410, -0.090, -0.194, -0.305, 0.310, -0.673, -0.303, -0.106, -0.629, 0.676, -0.721, -0.634, 0.217, 0.210, 0.206, 0.402, 0.225, 0.226, 0.217, 0.222, 0.213, 0.484, 0.225, 0.222, 0.410, 0.247, 0.234, 0.232, -0.603, -0.387, -0.406, -0.407, -0.200, -0.373, -0.105, 0.058, 0.024, -0.213, -0.211, -0.229, -0.215, -0.216, -0.523, 0.517, -0.823, 0.202, 0.206, 0.205, 0.191, 0.197, 0.202, 0.207, 0.207, 0.213, 0.196, 0.216, 0.218, 0.227, 0.210, 0.209, 0.209, 0.200, 0.381, 0.414

---

The following is a DFT calculation (ωB97M-V/def2-TZVPD) of the ion C26H35N6O3 with charge +1 at a distorted geometry.

```
70
C26H35N6O3 (ωB97M-V/def2-TZVPD)
C -8.35 -0.67 -0.63
O -7.23 -0.08 -1.26
C -6.04 -0.08 -0.63
C -5.80 -0.64 0.63
C -4.53 -0.58 1.18
C -3.49 0.02 0.48
N -2.15 0.10 1.05
C -2.07 0.83 2.32
C -0.61 1.23 2.58
N 0.32 0.21 2.11
C 1.37 0.61 1.19
C 2.29 -0.57 0.93
C 3.31 -0.82 1.83
C 4.17 -1.88 1.63
C 3.99 -2.72 0.54
C 2.95 -2.52 -0.36
O 2.69 -3.33 -1.41
C 3.55 -4.43 -1.65
C 2.09 -1.41 -0.17
O 1.02 -1.11 -0.97
C 1.05 -1.41 -2.36
C 0.87 1.26 -0.07
N -0.40 1.28 -0.44
N -0.48 1.97 -1.57
N 0.66 2.39 -1.90
N 1.55 1.98 -1.00
C 2.91 2.46 -1.14
C 3.99 1.35 -1.19
C 4.98 1.68 -0.07
C 4.82 3.19 0.13
C 3.32 3.41 0.00
C -0.27 -1.10 2.09
C -1.49 -1.22 1.15
C -3.72 0.58 -0.77
C -4.98 0.53 -1.32
H -9.17 -0.54 -1.32
H -8.58 -0.18 0.31
H -8.18 -1.74 -0.46
H -6.58 -1.12 1.19
H -4.36 -1.02 2.15
H -1.51 0.66 0.34
H -2.70 1.72 2.25
H -2.46 0.21 3.13
H -0.39 2.18 2.08
H -0.47 1.38 3.66
H 1.96 1.37 1.72
H 3.43 -0.17 2.69
H 4.97 -2.07 2.32
H 4.66 -3.55 0.41
H 4.57 -4.11 -1.84
H 3.15 -4.91 -2.54
H 3.53 -5.14 -0.82
H 0.27 -0.79 -2.80
H 2.01 -1.16 -2.80
H 0.83 -2.46 -2.54
H 2.88 3.00 -2.08
H 4.48 1.39 -2.16
H 3.56 0.36 -1.07
H 4.70 1.15 0.84
H 5.99 1.40 -0.33
H 5.34 3.73 -0.66
H 5.21 3.53 1.09
H 2.82 3.13 0.93
H 3.06 4.44 -0.23
H 0.48 -1.83 1.81
H -0.57 -1.32 3.12
H -1.17 -1.51 0.15
H -2.19 -1.97 1.53
H -2.92 1.07 -1.31
H -5.19 0.96 -2.28
```

The value obtained for the HOMO energy is -11.1 eV. As for the energy above the lowest of the compared OMol25 structures with the same formula, charge and spin: 0.050 eV. The charge is +1. Its SMILES is COc1ccc([NH+]2CCN([C@@H](c3cccc(OC)c3OC)c3nnnn3C3CCCC3)CC2)cc1.

From a natural (NBO) analysis of the wavefunction, the atomic charges in e read: -0.258, -0.475, 0.338, -0.283, -0.232, 0.153, -0.463, -0.234, -0.228, -0.447, -0.105, -0.081, -0.213, -0.202, -0.264, 0.240, -0.503, -0.255, 0.309, -0.555, -0.246, 0.417, -0.390, -0.048, -0.031, -0.176, -0.058, -0.418, -0.405, -0.402, -0.405, -0.239, -0.240, -0.221, -0.235, 0.215, 0.182, 0.182, 0.232, 0.221, 0.486, 0.242, 0.213, 0.212, 0.213, 0.234, 0.224, 0.230, 0.233, 0.185, 0.211, 0.185, 0.197, 0.186, 0.202, 0.248, 0.225, 0.223, 0.204, 0.226, 0.209, 0.225, 0.193, 0.232, 0.244, 0.204, 0.236, 0.220, 0.238, 0.241

---

What did the third record say?
The following is a DFT calculation (ωB97M-V/def2-TZVPD) of the ion C26H35N6O3 with charge +1 at a distorted geometry.

```
70
C26H35N6O3 (ωB97M-V/def2-TZVPD)
C -8.35 -0.67 -0.63
O -7.23 -0.08 -1.26
C -6.04 -0.08 -0.63
C -5.80 -0.64 0.63
C -4.53 -0.58 1.18
C -3.49 0.02 0.48
N -2.15 0.10 1.05
C -2.07 0.83 2.32
C -0.61 1.23 2.58
N 0.32 0.21 2.11
C 1.37 0.61 1.19
C 2.29 -0.57 0.93
C 3.31 -0.82 1.83
C 4.17 -1.88 1.63
C 3.99 -2.72 0.54
C 2.95 -2.52 -0.36
O 2.69 -3.33 -1.41
C 3.55 -4.43 -1.65
C 2.09 -1.41 -0.17
O 1.02 -1.11 -0.97
C 1.05 -1.41 -2.36
C 0.87 1.26 -0.07
N -0.40 1.28 -0.44
N -0.48 1.97 -1.57
N 0.66 2.39 -1.90
N 1.55 1.98 -1.00
C 2.91 2.46 -1.14
C 3.99 1.35 -1.19
C 4.98 1.68 -0.07
C 4.82 3.19 0.13
C 3.32 3.41 0.00
C -0.27 -1.10 2.09
C -1.49 -1.22 1.15
C -3.72 0.58 -0.77
C -4.98 0.53 -1.32
H -9.17 -0.54 -1.32
H -8.58 -0.18 0.31
H -8.18 -1.74 -0.46
H -6.58 -1.12 1.19
H -4.36 -1.02 2.15
H -1.51 0.66 0.34
H -2.70 1.72 2.25
H -2.46 0.21 3.13
H -0.39 2.18 2.08
H -0.47 1.38 3.66
H 1.96 1.37 1.72
H 3.43 -0.17 2.69
H 4.97 -2.07 2.32
H 4.66 -3.55 0.41
H 4.57 -4.11 -1.84
H 3.15 -4.91 -2.54
H 3.53 -5.14 -0.82
H 0.27 -0.79 -2.80
H 2.01 -1.16 -2.80
H 0.83 -2.46 -2.54
H 2.88 3.00 -2.08
H 4.48 1.39 -2.16
H 3.56 0.36 -1.07
H 4.70 1.15 0.84
H 5.99 1.40 -0.33
H 5.34 3.73 -0.66
H 5.21 3.53 1.09
H 2.82 3.13 0.93
H 3.06 4.44 -0.23
H 0.48 -1.83 1.81
H -0.57 -1.32 3.12
H -1.17 -1.51 0.15
H -2.19 -1.97 1.53
H -2.92 1.07 -1.31
H -5.19 0.96 -2.28
```

The value obtained for the HOMO energy is -11.1 eV. As for the energy above the lowest of the compared OMol25 structures with the same formula, charge and spin: 0.050 eV. The charge is +1. Its SMILES is COc1ccc([NH+]2CCN([C@@H](c3cccc(OC)c3OC)c3nnnn3C3CCCC3)CC2)cc1.

From a natural (NBO) analysis of the wavefunction, the atomic charges in e read: -0.258, -0.475, 0.338, -0.283, -0.232, 0.153, -0.463, -0.234, -0.228, -0.447, -0.105, -0.081, -0.213, -0.202, -0.264, 0.240, -0.503, -0.255, 0.309, -0.555, -0.246, 0.417, -0.390, -0.048, -0.031, -0.176, -0.058, -0.418, -0.405, -0.402, -0.405, -0.239, -0.240, -0.221, -0.235, 0.215, 0.182, 0.182, 0.232, 0.221, 0.486, 0.242, 0.213, 0.212, 0.213, 0.234, 0.224, 0.230, 0.233, 0.185, 0.211, 0.185, 0.197, 0.186, 0.202, 0.248, 0.225, 0.223, 0.204, 0.226, 0.209, 0.225, 0.193, 0.232, 0.244, 0.204, 0.236, 0.220, 0.238, 0.241

---

Question: Look up the charge of the third one.
Answer: +1

---

Question: Which of these has the highest charge?
Answer: C26H35N5NbO3Tl